Entry 1:
The following is a quantum chemistry calculation of an isolated molecule of C3H9NOS2 in a non-equilibrium geometry, from OMol25.

The geometry in ORCA input format:
```
! RIJCOSX wB97M-V def2-TZVPD def2/J DEFGRID3
* xyz 0 1
C -0.43253 -0.87958 -0.35170
S -0.90102 -1.31850 -2.05735
C 0.45381 0.36180 -0.21924
H 0.18663 -1.61783 0.17981
H 1.30639 0.31817 -0.91101
N -0.24975 1.59023 -0.61679
O 1.79502 1.71006 1.16303
H -2.29915 -3.58571 -1.77890
H 1.78781 -0.33178 1.41092
H 0.06894 2.38045 -0.06695
H -1.29622 -0.73611 0.30316
H 0.32558 0.49141 1.95906
H -1.24266 1.47990 -0.43505
S -2.60835 -2.26336 -1.80881
H 2.02569 1.93760 2.06512
C 1.07981 0.46326 1.16469
*
```

Results
ΔE to the lowest compared entry with this formula, charge and spin in kcal per mole: 20.0

---

Entry 2:
The following is a quantum chemistry calculation of a structure of composition C32H40AsO4PtS2SbSi, from OMol25.

The geometry in ORCA input format:
```
! RIJCOSX wB97M-V def2-TZVPD def2/J DEFGRID3
* xyz -2 1
H 2.05102 0.05397 3.38690
H 1.04142 4.98558 0.40046
H -5.34137 1.57440 -3.60014
S 0.50220 0.07987 -2.64998
H -3.49138 1.27734 0.77351
C -0.59497 -3.34913 1.02237
H 4.93278 -2.82869 -1.30655
C -2.33616 2.89181 -4.42449
C -1.70800 -3.04236 1.80892
C -0.93908 -0.93040 -2.53367
C -2.98597 -1.71133 -3.58308
C -1.87435 -0.88518 -3.57244
C -1.71283 -5.25273 2.75680
H 4.41223 -4.73252 -2.81555
C 3.81166 1.33704 3.57656
H 2.23199 5.98920 1.23369
C 0.25517 2.12993 4.62095
C 2.70196 0.67740 2.76742
H -3.70081 -1.63638 -4.39524
Sb 1.43564 2.03805 1.70566
H -4.06149 -3.25839 -2.53954
As 0.17570 -1.85963 -0.03618
H -1.12050 3.82514 1.18615
C 2.88828 -2.47524 -0.79541
O 5.11423 0.62870 0.26982
H -1.72428 -0.15928 -4.36361
H 2.05439 -5.39919 -3.18151
H 1.04845 4.43364 2.86766
C -0.17638 1.80798 3.19138
C -2.52073 0.80576 0.58633
H -1.81092 3.34327 -5.25897
S 4.08048 1.47848 -0.32355
C -3.63962 1.71132 -2.29400
H -1.15498 4.37924 -0.48708
O 2.89145 0.58142 -0.64584
C 1.97595 4.95845 0.96438
H 0.60785 3.16085 4.71491
C -3.19349 -2.60879 -2.54548
H -0.49584 0.76294 3.12425
H 0.83006 -4.88226 0.55101
H -2.66283 3.91216 0.30989
H 4.44089 0.58331 4.06104
O 3.58129 2.46890 0.70960
H 3.12584 -1.60842 -0.18938
H 2.78159 4.07390 2.76891
C 2.29163 -4.58696 -2.50320
O 4.52096 2.19377 -1.50911
C -1.15549 -1.84035 -1.48142
H -0.14576 -6.54904 2.07324
H 2.75435 4.55899 0.31556
H 4.44278 1.92143 2.90764
C -2.30876 2.09510 -2.12544
C 3.61477 -4.21171 -2.29705
C -1.67640 2.69326 -3.22037
H -0.56056 2.00053 5.34179
C -2.27619 -2.66455 -1.50178
H -4.16227 1.22059 -1.47991
C 1.27124 -3.90762 -1.85382
C -0.04280 -4.62191 1.13691
H 3.13754 0.05730 1.98365
C -2.27085 -3.98347 2.65769
H -2.14415 -5.98906 3.42494
C 1.56466 -2.85681 -0.98832
C -0.59489 -5.56503 1.99754
C -4.31289 1.90433 -3.49638
H 3.42018 1.99626 4.35809
H -2.05670 0.59567 1.55187
H -1.03522 2.41710 2.90042
H -2.69464 -0.14684 0.07737
C -3.66122 2.49397 -4.56873
H -2.44009 -3.37171 -0.69826
H 1.07449 1.48359 4.94100
H -4.17663 2.63657 -5.51239
Pt 0.78868 1.18470 -0.59122
H -3.14066 -3.72331 3.24998
Si -1.37300 1.90144 -0.46557
C 3.91029 -3.15583 -1.44830
C -1.59837 3.66927 0.21668
H -2.14215 -2.04813 1.74976
C 1.84540 4.08269 2.20718
H 0.23751 -4.18438 -2.03225
H -0.63132 2.97004 -3.13468
*
```

Results
ΔE to the lowest compared entry with this formula, charge and spin in kcal per mole: 0.1

---

Entry 3:
The following is a quantum chemistry calculation of an isolated molecule of C10H13NO2S in a non-equilibrium geometry, from OMol25.

The geometry in ORCA input format:
```
! RIJCOSX wB97M-V def2-TZVPD def2/J DEFGRID3
* xyz 0 1
H 5.08771 0.01436 0.58791
C 2.14163 -1.18323 -0.84655
H 1.80412 -2.17310 -1.27946
H -2.69532 2.76167 0.48601
H 3.74160 1.86610 0.89859
C 1.92365 1.07815 -0.04602
C 3.47776 -1.17862 -0.47741
H 1.34975 2.07467 0.02393
C 1.39591 -0.09818 -0.60934
N -0.95186 -1.46141 0.83055
S -0.24286 -0.11589 -1.38434
C -1.52543 -0.39357 0.02079
O -0.81351 -2.56286 0.33339
H -1.64226 2.39755 -0.83380
H -3.14513 -0.54112 -1.41944
H -2.76691 0.55812 1.34801
C 4.00512 -0.11322 0.23767
C -2.78946 -1.08509 -0.62948
O -0.66421 -1.23540 1.97090
H -2.69125 -2.02638 -0.97396
C -2.41714 1.96100 -0.11423
H -3.57908 -1.15955 0.04532
C 3.21261 1.04811 0.44542
H -1.05852 1.31848 1.44795
C -1.88211 0.88394 0.82782
H -3.25281 1.50755 -0.55649
H 3.97800 -2.14207 -0.33374
*
```

Results
ΔE to the lowest compared entry with this formula, charge and spin in kcal per mole: 111.5

---

Entry 4:
The following is a quantum chemistry calculation of a structure of composition C31H48FeN2O6P2 in a non-equilibrium geometry, from OMol25.

The geometry in ORCA input format:
```
! RIJCOSX wB97M-V def2-TZVPD def2/J DEFGRID3
* xyz 1 6
H 2.92444 -0.55541 -4.01069
C -2.48926 -0.54834 -0.97868
H -1.79727 2.52978 2.13909
C 1.96996 -0.13482 -4.37710
H 3.13394 0.38818 1.24978
C -0.39916 -0.37258 6.42381
H -2.22326 -2.48991 0.99001
P 1.47818 1.75257 0.11108
C -0.09888 -0.45325 5.04983
O 0.54596 -0.40049 2.33829
O 2.76145 -0.51488 2.79289
Fe -0.61333 -0.15749 -2.79040
H 2.14011 2.83070 -2.00378
H 1.11515 2.06212 2.49012
C -1.96034 0.92304 0.71669
C 1.14700 -2.88645 0.75716
H 1.97517 -2.34067 1.22835
H -3.38589 -1.47552 1.86607
C -1.28784 0.48461 -5.47573
H -0.95894 0.17043 -6.48114
H 0.00954 2.35210 -2.90855
H -2.34042 -1.19759 -4.52500
C 1.87666 3.17197 -0.99532
H 2.62565 -3.34155 -1.47980
C 1.95595 -0.51453 6.94242
H -2.97187 3.53080 -0.36245
H 0.45579 1.79351 -5.71090
C 3.15297 1.07111 0.36875
C -2.38089 -1.49165 1.41365
O -2.62617 -0.06147 5.89242
H 1.86279 0.76522 -2.37243
C 0.62544 -0.40987 7.38170
C 1.23323 -0.51224 4.60487
H 0.43018 3.41231 1.54695
H 0.92646 -1.04993 -6.06697
H -2.30657 0.88425 -5.61051
H -3.09174 -2.59674 -1.06575
C -0.36504 1.65392 -4.98094
O 4.18780 -0.63735 7.52786
H -2.95291 -1.81305 -2.64982
H 0.48217 -4.35758 -1.63593
H 2.71217 3.72351 -0.54402
H -2.76949 1.14464 2.69628
H 3.29410 -0.62877 5.24219
P 0.67327 -2.09041 -0.82261
C 2.28529 -2.31327 -1.67311
C -1.35593 -0.71110 -4.55875
H -4.32655 -1.44457 -1.60238
H 3.82011 1.92214 0.55041
H 3.47938 0.51715 -0.51938
H -0.90923 -0.45394 4.33026
C 0.17387 1.50078 -3.57857
H -0.96123 2.58575 -4.99557
O -2.05683 -0.08600 8.01465
H -1.62912 3.52188 -1.50436
H 0.29147 -2.86271 1.44467
O 2.69858 -0.50235 9.12917
H 2.19304 -2.13697 -2.75298
C -2.25912 0.77582 -1.58310
C -0.20849 -1.52149 -4.28774
H -1.01741 0.98571 2.60271
C -2.23097 -0.43448 0.39931
H -3.25315 0.53230 -3.46623
C -1.95330 3.14173 -0.52969
H -1.65318 -1.34436 2.22258
H -2.56680 2.15851 -3.18194
C 1.25914 0.60429 -3.27357
H 1.43322 -3.92679 0.54174
H -0.39385 -2.58264 -4.08034
H 2.21504 3.29939 1.78621
C 1.54096 -0.47520 3.11758
H 0.99260 3.81953 -1.07801
N -1.77204 -0.16520 6.80386
H 0.38747 -0.34857 8.43713
C -1.93035 1.66751 -0.46353
C 1.10670 -1.27698 -5.00005
C 2.25850 -0.55938 5.56238
H -4.04490 1.65779 -2.33720
C -0.25266 -3.55724 -1.46034
C -3.06757 1.30265 -2.71056
H -0.79473 -3.34138 -2.39021
H -0.98165 -3.87301 -0.70007
H 2.26530 0.55928 -5.18782
C -3.24527 -1.65567 -1.60438
H 3.00747 -1.59709 -1.25594
N 3.00574 -0.55363 7.92041
C -1.88688 1.43745 2.10229
C 1.28619 2.73387 1.64134
H 1.69651 -2.20938 -4.99197
H -1.32163 3.59764 0.23934
*
```

Results
Total energy in eV: -101139.687
<S²>: 8.847